# 1
{"formula": "C6H5NO4", "method": "ωB97M-V/def2-TZVPD", "elements": ["C", "O", "C", "C", "O", "H", "H", "C", "C", "O", "H", "O", "N", "H", "C", "H"], "coordinates": [[1.33, 1.17, -0.03], [-2.48, -1.39, 0.32], [-1.66, 1.87, 0.06], [-0.90, 0.63, 0.17], [-1.31, 2.99, -0.09], [0.90, 2.15, -0.03], [-1.03, -2.30, -1.10], [-1.74, -2.54, -0.30], [-2.15, -0.01, 0.30], [-2.15, -3.58, 0.12], [1.90, 1.20, 0.93], [-4.08, 1.34, -0.21], [0.29, 0.17, 0.06], [1.95, 1.04, -0.90], [-2.92, 1.12, -0.02], [-3.16, -1.79, 0.93]], "nbo_charge": [-0.4378, -0.4966, 0.4358, 0.1303, -0.4824, 0.1987, 0.2318, 0.6644, -0.0155, -0.4600, 0.1923, -0.5867, -0.5164, 0.1945, 0.3736, 0.5740], "relative_energy_kcal_mol": 110.5, "total_charge": 0, "spin_multiplicity": 1, "orbital_gap_ev": 7.232}

# 2
{"formula": "C6H5NO5Tb", "method": "ωB97M-V/def2-TZVPD", "elements": ["C", "O", "H", "Tb", "H", "O", "O", "C", "C", "N", "H", "O", "C", "H", "H", "O", "C", "C"], "coordinates": [[-0.96, -1.27, 2.56], [-3.74, 1.29, -2.98], [1.75, -0.28, 0.70], [-0.23, 0.64, -1.35], [1.67, -1.04, 2.26], [1.41, 1.96, -3.90], [1.65, -1.98, -1.98], [0.91, 1.47, -2.95], [-0.14, -0.71, 1.46], [1.18, -0.67, 1.47], [-1.57, -2.10, 2.18], [-0.82, -0.24, 0.42], [0.96, 2.02, -0.28], [-1.62, -0.49, 2.95], [-0.30, -1.62, 3.34], [1.47, 2.86, 0.39], [1.07, -0.97, -1.75], [-2.69, 1.12, -2.54]], "mulliken_spin": [-0.0008, 0.0012, 0.0007, 6.0959, -0.0005, 0.0057, 0.0103, -0.0252, 0.0013, -0.0009, -0.0001, -0.0254, -0.0348, -0.0001, 0.0002, 0.0102, -0.0345, -0.0033], "total_charge": 3, "spin_multiplicity": 7, "orbital_gap_ev": [8.289, 8.445]}

# 3
{"formula": "C6H5NS", "method": "ωB97M-V/def2-TZVPD", "elements": ["C", "C", "H", "C", "C", "H", "H", "S", "C", "C", "H", "H", "N"], "coordinates": [[0.59, -1.31, -0.71], [0.37, 0.84, 0.88], [0.20, 0.68, 2.01], [-1.52, -0.65, -0.43], [-1.10, -1.45, -1.42], [1.49, 1.02, 0.75], [-1.39, -2.14, -2.17], [0.53, -1.95, 0.92], [-0.16, -0.40, 0.22], [-2.73, -0.46, 0.16], [1.52, -0.92, -1.06], [-0.03, 1.72, 0.43], [-3.59, -0.34, 0.91]], "nbo_charge": [-0.3564, -0.6394, 0.2382, -0.2056, -0.0265, 0.2324, 0.2268, 0.1808, -0.0947, 0.2433, 0.2337, 0.2260, -0.2586], "relative_energy_kcal_mol": 69.6, "total_charge": 0, "smiles": "C[C@]12S[C@H]1C=C2C#N", "spin_multiplicity": 1, "orbital_gap_ev": 8.946}

# 4
{"formula": "C6H5O2", "method": "ωB97M-V/def2-TZVPD", "elements": ["H", "C", "C", "C", "C", "O", "H", "O", "H", "H", "H", "C", "C"], "coordinates": [[0.18, 2.12, -0.59], [0.44, 0.15, 0.08], [-0.31, 1.44, 0.10], [-0.25, -2.35, -0.56], [-0.14, -1.03, -0.13], [2.77, 0.09, 1.05], [-0.25, 1.88, 1.10], [2.44, 0.91, -1.03], [-1.36, 1.32, -0.18], [-2.32, -1.53, -0.77], [-1.86, -1.74, 0.97], [2.17, 0.40, 0.05], [-1.51, -1.67, -0.06]], "nbo_charge": [0.2457, 0.1211, -0.6763, 0.0228, -0.2989, -0.7202, 0.2216, -0.7265, 0.1935, 0.1813, 0.2038, 0.8131, -0.5812], "relative_energy_kcal_mol": 85.2, "total_charge": -1, "spin_multiplicity": 1, "orbital_gap_ev": 7.232}

# 5
{"formula": "C6H5O2SSe", "method": "ωB97M-V/def2-TZVPD", "elements": ["H", "O", "C", "C", "O", "C", "C", "C", "H", "H", "C", "H", "S", "H", "Se"], "coordinates": [[-0.63, -1.48, -1.24], [2.05, -1.52, -1.29], [2.17, 0.16, 0.52], [-1.07, -0.68, -0.68], [3.50, -1.78, 0.40], [-1.89, 1.25, 0.35], [2.60, -1.23, -0.21], [-3.01, 0.51, 0.34], [3.06, 0.66, 0.90], [-1.94, 2.34, 0.40], [-0.77, 0.55, -0.29], [1.73, 0.05, 1.43], [-2.66, -1.06, -0.37], [-4.08, 0.82, 0.30], [0.95, 1.41, -0.55]], "nbo_charge": [0.2782, -0.7773, -0.6361, -0.4299, -0.7542, -0.2646, 0.7712, -0.4281, 0.2182, 0.2220, -0.2298, 0.1970, 0.3911, 0.2265, 0.2156], "total_charge": -1, "smiles": "O=C([O-])C[Se]c1ccsc1", "spin_multiplicity": 1, "orbital_gap_ev": 7.027}

# 6
{"formula": "C6H6", "method": "ωB97M-V/def2-TZVPD", "elements": ["C", "C", "C", "H", "C", "H", "H", "H", "C", "H", "H", "C"], "coordinates": [[0.37, -0.65, 0.56], [-2.61, 1.58, -0.49], [0.64, 0.88, 1.46], [-0.59, -0.99, 0.14], [-1.60, 1.28, 0.10], [2.42, -0.42, -0.08], [1.22, -0.09, -1.35], [0.54, -1.29, 1.43], [1.46, -0.74, -0.49], [1.55, -1.77, -0.86], [-3.50, 1.85, -1.01], [-0.43, 0.95, 0.78]], "nbo_charge": [-0.3646, -0.1387, 0.0239, 0.2402, -0.0896, 0.2277, 0.2156, 0.2506, -0.6186, 0.2158, 0.2435, -0.2058], "relative_energy_kcal_mol": 139.7, "total_charge": 0, "spin_multiplicity": 1, "orbital_gap_ev": 10.427}